w.
A gas-phase ion, C6H9N4 (charge +1). Source: the Open Molecules 2025 dataset; level of theory: ωB97M-V/def2-TZVPD.

Results
HOMO-LUMO gap = 0.346 hartree
charge = +1
structure (SMILES) = C[n+]1c[nH]c2c1CN=CN2
spin multiplicity = 1
E_HOMO = -12.34 eV

Each line ends with the Löwdin charge.
Cartesian coordinates (Å):
C: -0.47065 1.88982 0.44264  -0.068
C: 0.05176 -0.09614 -0.28248  -0.089
C: -0.64487 -0.26595 0.87978  -0.191
C: -0.21414 -2.52433 1.03861  -0.193
C: 0.65821 -1.37228 -0.94533  -0.085
C: 0.86929 1.83873 -1.70614  0.072
N: 0.41660 -2.52024 -0.02475  0.061
N: -0.96164 1.05059 1.36141  0.184
N: 0.16680 1.29880 -0.53269  -0.034
N: -0.86271 -1.40602 1.60141  0.100
H: -0.46547 2.92498 0.66107  0.156
H: -0.23765 -3.39557 1.68507  0.135
H: -0.11129 -1.72584 -1.70655  0.140
H: 1.67997 -1.13805 -1.38245  0.133
H: 1.68986 1.15470 -1.80565  0.096
H: 0.22473 1.63450 -2.43630  0.061
H: 1.10446 2.93967 -1.55316  0.146
H: -1.38471 1.21318 2.29535  0.199
H: -1.50855 -1.50056 2.41018  0.176



x.
A gas-phase ion, C6H9N4 (charge +1). Source: the Open Molecules 2025 dataset; level of theory: ωB97M-V/def2-TZVPD.

Results
HOMO-LUMO gap = 0.314 hartree
charge = +1
structure (SMILES) = C=Nc1[nH]ccc(=[NH2+])c1N
spin multiplicity = 1
E_HOMO = -12.43 eV

Each line ends with the Löwdin charge.
Cartesian coordinates (Å):
C: 2.02843 0.00077 0.27637  0.018
C: 1.54783 0.84036 1.20146  -0.073
C: 1.21448 -0.87507 -0.56033  -0.189
C: -0.16489 -0.61139 -0.45757  -0.228
C: -0.56353 0.35052 0.47564  -0.028
C: -2.93409 1.52593 0.97856  -0.066
N: -2.31830 0.55682 0.52294  0.086
N: 0.21658 1.03303 1.31359  0.124
N: 1.71338 -1.84579 -1.38901  0.189
N: -1.06066 -1.33626 -1.15992  0.151
H: 3.17919 -0.08389 0.28641  0.160
H: 2.27566 1.34350 1.73441  0.118
H: -3.94477 1.46542 0.86772  0.047
H: -2.52836 2.54714 1.39635  0.123
H: -0.20572 1.77568 1.84819  0.168
H: 2.62775 -2.22943 -1.15108  0.142
H: 1.12721 -2.03889 -2.12568  0.076
H: -0.88913 -2.22159 -1.57408  0.103
H: -2.01608 -1.33257 -0.96733  0.079



Tell me which of them is the most stable. Sure, it is w.



w.
A gas-phase ion, C11H21N2O (charge +1). Source: the Open Molecules 2025 dataset; level of theory: ωB97M-V/def2-TZVPD.

Results
HOMO-LUMO gap = 0.370 hartree
charge = +1
structure (SMILES) = C[C@@H](O)C(C)(C)C1([N+]#N)CCCCC1
spin multiplicity = 1
E_HOMO = -14.57 eV

Each line ends with the Löwdin charge.
Cartesian coordinates (Å):
C: 1.33446 -1.57008 -2.59415  -0.152
C: 1.30933 -2.39263 -1.24823  -0.160
C: 1.29724 -0.05823 -2.43688  -0.195
C: 0.26344 -1.91857 -0.21164  -0.061
C: 0.22637 0.36063 -1.47269  -0.112
C: 0.31135 -0.32152 -0.08345  -0.360
C: -1.37240 2.63170 1.86382  -0.007
C: -0.47421 -0.19450 2.36086  -0.022
C: -2.15276 -0.08988 0.56729  -0.013
C: -0.50182 1.84974 0.92108  -0.401
C: -0.72664 0.37263 0.97926  -0.425
N: 2.61078 -0.03439 0.22477  0.453
N: 1.52846 -0.09435 0.35888  0.060
O: 0.90913 1.95139 1.13734  -0.034
H: 2.24354 -1.96576 -2.92952  0.099
H: 0.53828 -1.85997 -3.19677  0.100
H: 1.05035 -3.37624 -1.53788  0.104
H: 2.33439 -2.40075 -0.76705  0.122
H: 2.24199 0.39123 -1.97254  0.122
H: 1.16156 0.38065 -3.43902  0.136
H: -0.62905 -2.18620 -0.75855  0.124
H: 0.34273 -2.42626 0.76869  0.134
H: 0.33327 1.54008 -1.45590  0.164
H: -0.78792 0.08081 -1.95367  0.170
H: -0.83307 3.07423 2.74056  0.113
H: -1.90574 3.42876 1.36717  0.086
H: -2.08056 1.96099 2.43376  0.092
H: -1.31366 -0.01142 3.06770  0.117
H: 0.51227 -0.09587 2.73232  0.084
H: -0.63865 -1.28231 2.26116  0.087
H: -2.82026 0.32238 1.33652  0.085
H: -2.47657 0.21898 -0.44902  0.096
H: -2.32647 -1.24340 0.62162  0.128
H: -0.72815 2.11173 -0.09796  0.118
H: 1.21899 2.84642 0.86213  0.148



x.
A gas-phase ion, C11H21N2O (charge +1). Source: the Open Molecules 2025 dataset; level of theory: ωB97M-V/def2-TZVPD.

Results
HOMO-LUMO gap = 0.270 hartree
charge = +1
structure (SMILES) = C=[N+]=C(CC)C/[N+]([O-])=C(/C)CC(C)C
spin multiplicity = 1
E_HOMO = -11.95 eV

Each line ends with the Löwdin charge.
Cartesian coordinates (Å):
C: 4.29237 0.73497 -0.33680  0.127
C: -0.22798 1.17150 -0.51546  -0.159
C: 2.17360 -0.27002 0.54586  -0.116
C: -0.44360 2.10750 -1.68734  0.038
C: 3.25045 -2.46510 -0.08609  -0.083
C: -3.56873 -0.66947 -0.12972  -0.041
C: -2.36908 0.60979 1.77285  -0.081
C: -1.11099 -0.02940 -0.24606  -0.128
C: 2.01238 -1.73952 0.27698  -0.165
C: 1.24519 0.66717 1.27162  -0.003
C: -2.47024 0.41401 0.26412  -0.401
N: 0.89886 1.48533 0.11358  -0.267
N: 3.26279 0.21690 0.02719  0.121
O: 1.65131 2.40188 -0.24464  -0.050
H: 4.15375 1.59929 -0.96400  0.117
H: 5.35054 0.50924 0.03891  0.157
H: -1.45182 2.62587 -1.54512  0.131
H: -0.45281 1.61292 -2.58383  0.069
H: 0.19933 2.87095 -1.63452  0.031
H: 3.20381 -3.50711 0.02229  0.079
H: 4.07375 -2.06151 0.49296  0.086
H: 3.51130 -2.21920 -1.12570  0.098
H: -4.52761 -0.43195 0.27150  0.065
H: -3.21360 -1.64440 0.20997  0.078
H: -3.56500 -0.68984 -1.26304  0.098
H: -2.00882 -0.33916 2.33445  0.109
H: -3.36512 0.74332 2.21903  0.088
H: -1.62443 1.22073 2.24848  0.060
H: -1.16292 -0.31279 -1.32043  0.144
H: -0.65529 -0.74522 0.43359  0.100
H: 1.84760 -2.06454 1.30576  0.142
H: 1.13703 -2.02728 -0.32629  0.139
H: 1.79414 1.30299 2.06248  0.190
H: 0.44566 0.22579 1.76775  0.090
H: -2.80782 1.35380 -0.21594  0.135



Tell me which of them is the most stable. Sure, it is w.



w.
2 unconnected molecules or ions with the total composition C6H10N5. Source: the Open Molecules 2025 dataset; level of theory: ωB97M-V/def2-TZVPD.

Results
HOMO-LUMO gap = 0.337 hartree
charge = +1
spin multiplicity = 1
E_HOMO = -12.69 eV

Each line ends with the Löwdin charge.
Cartesian coordinates (Å):
C: 4.39733 -1.02017 0.49074  0.008
C: 3.54284 -0.18100 0.06446  -0.165
C: -3.28085 -1.28872 -0.11980  -0.100
C: -2.35002 0.89075 0.19981  -0.388
C: -0.99616 -0.91899 -0.21196  -0.370
C: 2.44318 0.48250 -0.33132  -0.063
N: -2.09703 -1.76685 -0.27206  0.144
N: -3.44267 0.04149 0.14328  0.153
N: -1.14434 0.37115 0.01042  0.197
N: -2.48891 2.16136 0.40386  0.225
N: 0.20342 -1.47979 -0.42994  0.239
H: 5.50419 -0.89616 0.22054  0.110
H: -4.00225 -2.05482 -0.32279  0.145
H: 2.03668 1.23935 0.39757  0.084
H: 2.09079 0.39690 -1.38128  0.078
H: -4.45355 0.39874 0.02884  0.212
H: 4.17261 -1.99874 0.73040  0.043
H: -3.44158 2.60822 0.57271  0.184
H: -1.70804 2.70923 0.20886  0.113
H: 0.95728 -0.77907 -0.54556  0.056
H: 0.18884 -2.42904 -0.56927  0.096



x.
A molecular structure, C6H10N5. Source: the Open Molecules 2025 dataset; level of theory: ωB97M-V/def2-TZVPD.

Results
HOMO-LUMO gap = 0.231 hartree
charge = +1
spin multiplicity = 1
E_HOMO = -12.98 eV

Each line ends with the Löwdin charge.
Cartesian coordinates (Å):
C: 1.44671 0.72016 0.13125  0.045
C: 1.59328 -0.68182 0.07386  -0.298
C: 0.07973 0.97991 0.13249  -0.281
C: -2.22242 -0.95585 0.08460  -0.105
C: 2.82456 -1.48994 0.04877  -0.018
C: -0.66362 2.25327 0.19614  -0.021
N: 0.36946 -1.22245 0.04079  0.047
N: -3.86801 0.75235 0.12601  0.269
N: -3.10773 -0.14037 -0.18915  0.080
N: -0.47029 -0.24167 0.07863  0.030
N: -1.96497 -2.22405 0.12019  0.213
H: 2.22698 1.45330 0.17345  0.120
H: 2.86865 -2.09352 -0.85709  0.090
H: 3.69080 -0.83545 0.07868  0.087
H: 2.85910 -2.16944 0.89928  0.090
H: -1.34545 2.26078 1.04455  0.082
H: 0.03824 3.07767 0.30930  0.094
H: -1.23312 2.42078 -0.71704  0.082
H: -4.35140 1.19303 -0.66748  0.130
H: -2.65623 -2.95009 0.01112  0.153
H: -0.94709 -2.43368 0.11934  0.112



Tell me which of them is the most stable. Sure, it is w.



w.
A gas-phase ion, C8H7O3S (charge -1). Source: the Open Molecules 2025 dataset; level of theory: ωB97M-V/def2-TZVPD.

Results
HOMO-LUMO gap (alpha / beta) = 0.218 / 0.219 hartree
charge = -1
spin multiplicity = 1
E_HOMO (alpha / beta) = -2.79 / -2.79 eV

Each line ends with the Löwdin charge.
Cartesian coordinates (Å):
C: 3.04022 0.10217 0.17020  -0.222
C: 1.64966 0.17494 0.34382  -0.176
C: 3.62436 1.32182 -0.19807  -0.480
C: 1.10383 1.44079 0.11335  -0.521
C: -3.70813 1.57814 0.16382  -0.670
C: -0.17612 1.91515 -0.11957  -0.063
C: -2.49531 0.44925 -0.03677  -0.151
C: -2.85523 -0.95230 -0.29516  -0.040
O: -4.82184 1.09178 0.21059  -0.020
O: -3.24459 2.72973 0.19761  -0.025
O: -1.23368 0.78741 -0.07438  -0.006
S: 2.44566 2.63428 -0.21853  0.890
H: 3.61609 -0.72153 0.26827  0.045
H: 1.05649 -0.51432 0.81373  0.059
H: 4.65074 1.81159 -0.19489  0.046
H: -0.62108 2.82249 -0.00859  0.042
H: -2.18406 -1.71054 0.16578  0.094
H: -3.19562 -0.97406 -1.37306  0.115
H: -3.88634 -1.08094 0.12900  0.082



x.
A gas-phase ion, C8H7O3S (charge -1). Source: the Open Molecules 2025 dataset; level of theory: ωB97M-V/def2-TZVPD.

Results
HOMO-LUMO gap = 0.249 hartree
charge = -1
spin multiplicity = 1
E_HOMO = -3.28 eV

Each line ends with the Löwdin charge.
Cartesian coordinates (Å):
C: 1.52611 0.14579 2.28069  -0.139
C: 2.25837 0.03551 1.14688  -0.160
C: 0.10736 0.16663 2.19402  -0.072
C: 1.63923 0.20119 -0.04818  -0.080
C: -0.56147 0.20413 0.94695  -0.038
C: 0.23665 0.20621 -0.23138  -0.282
C: -1.57619 -1.36472 -1.83694  -0.541
C: -0.22767 0.23110 -1.59006  -0.314
O: -2.55473 -0.34530 -1.74989  -0.348
O: -1.61387 -2.18485 -0.93717  -0.024
O: -2.16223 1.95549 -0.76218  -0.499
S: -1.78776 1.13519 -1.88786  0.879
H: 2.06251 0.09818 3.12540  0.039
H: 3.31234 -0.04691 1.38150  0.094
H: -0.65212 0.23183 3.03776  0.107
H: 2.37058 0.17217 -0.95324  0.130
H: -1.58705 0.20507 1.10549  0.078
H: -1.26003 -1.60046 -2.90076  0.125
H: 0.46996 0.55375 -2.32101  0.042



Tell me which of them is the most stable. Sure, it is x.



w.
A molecular structure, C9H17N3O. Source: the Open Molecules 2025 dataset; level of theory: ωB97M-V/def2-TZVPD.

Results
HOMO-LUMO gap = 0.119 hartree
charge = +2
spin multiplicity = 1
E_HOMO = -13.56 eV

Each line ends with the Löwdin charge.
Cartesian coordinates (Å):
C: 8.94345 0.20049 1.13129  -0.001
C: 8.77772 0.90291 0.14655  -0.006
C: -1.57082 3.29152 -0.10270  -0.108
C: -2.68274 -2.27585 -0.56957  -0.140
C: -2.60995 -1.03492 0.32597  -0.100
C: 0.03634 -0.82106 -0.10616  0.241
C: -1.50817 -3.26534 -0.43760  -0.187
C: 0.46369 -1.95961 -0.85040  -0.135
C: -1.34870 -0.17809 -0.07254  -0.236
N: -1.64123 4.43179 -0.69188  0.221
N: -1.29494 2.12489 0.02037  0.111
N: -1.22676 1.03937 0.70060  -0.007
O: -0.43272 -2.98385 -1.28469  -0.074
H: 9.33179 -0.00628 2.08350  0.004
H: 8.40636 1.06225 -0.83023  0.003
H: -1.92641 3.62717 1.92178  0.037
H: -3.59455 -2.80043 -0.36996  0.127
H: -2.66821 -1.93749 -1.61670  0.139
H: -3.41007 -0.38392 0.03786  0.114
H: -2.53792 -1.31315 1.49493  0.188
H: 0.85196 -0.25901 0.40161  0.168
H: -1.60022 3.63416 2.63140  0.113
H: -1.29234 -3.52440 0.56787  0.137
H: -1.89271 -4.16571 -0.87753  0.139
H: 0.90823 -1.79603 -1.86540  0.219
H: 1.30197 -2.56599 -0.25814  0.240
H: -1.50480 0.32906 -1.15279  0.240
H: -0.72601 4.95400 -0.67183  0.190
H: -2.33549 4.62789 -1.43072  0.180
H: -1.21675 1.04563 1.72511  0.185



x.
A gas-phase ion, C9H17N3O (charge +2). Source: the Open Molecules 2025 dataset; level of theory: ωB97M-V/def2-TZVPD.

Results
HOMO-LUMO gap = 0.326 hartree
charge = +2
structure (SMILES) = CC(C)[NH2+]/C(=C\C=C/C=O)C(N)=[NH2+]
spin multiplicity = 1
E_HOMO = -17.52 eV

Each line ends with the Löwdin charge.
Cartesian coordinates (Å):
C: 2.75425 0.66414 -1.28247  -0.022
C: 3.47817 0.82450 -0.15080  0.034
C: 1.66721 -0.32195 -1.42538  0.085
C: 3.17261 0.19949 1.18036  -0.137
C: 0.16288 -1.97440 -0.20733  -0.317
C: 0.68792 -0.61105 -0.44929  -0.153
C: -1.73804 1.89200 -0.63842  -0.012
C: -2.15792 0.63081 1.47229  -0.019
C: -1.47306 0.59413 0.13973  -0.327
N: 0.13223 -2.89880 -1.09583  0.255
N: -0.30268 -2.33173 0.95447  0.269
N: 0.02656 0.47886 0.18838  0.086
O: 2.06262 -0.13301 1.49370  0.019
H: 3.08947 1.09932 -2.23094  0.139
H: 4.35130 1.44940 -0.24975  0.129
H: 1.72229 -1.15644 -2.17827  0.148
H: 4.02107 -0.21807 1.81832  0.173
H: -2.74999 2.24890 -0.75565  0.105
H: -1.24606 2.77491 -0.32273  0.088
H: -1.41556 1.82092 -1.67190  0.093
H: -3.16201 0.90245 1.26618  0.097
H: -1.75626 1.51952 1.99983  0.120
H: -2.07235 -0.20727 2.09446  0.064
H: -1.71787 -0.37759 -0.26909  0.137
H: 0.25751 -2.74380 -2.06457  0.137
H: 0.05048 -3.89643 -1.01722  0.167
H: -0.24801 -1.81123 1.78464  0.122
H: -0.51025 -3.32463 1.11388  0.179
H: 0.57333 0.36019 1.16774  0.189
H: 0.45940 1.29592 -0.18832  0.152



Tell me which of them is the most stable. Sure, it is x.



w.
2 unconnected molecules or ions with the total composition H2NOS2. Source: the Open Molecules 2025 dataset; level of theory: ωB97M-V/def2-TZVPD.

Results
HOMO-LUMO gap = 0.186 hartree
charge = -1
spin multiplicity = 1
E_HOMO = -2.86 eV

Each line ends with the Löwdin charge.
Cartesian coordinates (Å):
N: 0.85199 -0.78837 0.54636  -0.281
O: 3.27365 -0.05651 0.11634  -0.581
S: -2.90279 0.84768 0.20771  -0.386
S: 1.81421 0.28770 -0.00186  0.828
H: -0.04101 -0.53280 0.12172  -0.073
H: -2.99605 0.24230 -0.99027  -0.507



x.
A gas-phase ion, H2NOS2 (charge -1). Source: the Open Molecules 2025 dataset; level of theory: ωB97M-V/def2-TZVPD.

Results
HOMO-LUMO gap = 0.286 hartree
charge = -1
structure (SMILES) = N=[S@@H]([O-])=S
spin multiplicity = 1
E_HOMO = -3.97 eV

Each line ends with the Löwdin charge.
Cartesian coordinates (Å):
N: 0.91493 -0.71742 -0.52050  -0.424
O: 0.03043 1.98047 0.12739  -0.668
S: -1.94792 -0.25585 0.23685  0.003
S: -0.06998 0.28661 0.12602  0.140
H: 0.48439 -1.32241 -1.24589  -0.035
H: 0.58816 0.02859 1.27613  -0.016



Tell me which of them is the most stable. Sure, it is w.